The following is a quantum chemistry calculation of a cluster of 2 separate species, C11H14N2O in total at a distorted geometry, from OMol25.

```
! RIJCOSX wB97M-V def2-TZVPD def2/J DEFGRID3
* xyz 1 2
C -0.234 -0.993 3.592
C -1.122 1.879 1.685
C -0.813 0.092 2.756
C -1.984 -0.108 1.985
N -0.237 1.257 2.488
N -2.070 1.030 1.214
H -1.142 2.914 1.402
H -2.740 1.180 0.471
H -2.669 -0.907 1.753
H -0.922 -1.793 3.813
H 0.273 -0.486 4.422
H 0.574 -1.460 3.018
C 3.169 0.681 -0.419
C 0.682 -1.774 -2.008
C 1.774 -1.200 -1.380
C -0.379 -0.879 -2.297
C 1.942 0.185 -1.115
C -0.126 0.475 -2.281
C 0.985 1.017 -1.677
O -1.530 -1.315 -2.899
H 0.764 -2.810 -2.281
H 2.553 -1.920 -1.118
H -2.059 -1.957 -2.393
H -0.831 1.113 -2.798
H 3.041 1.681 -0.004
H 4.097 0.504 -0.961
H 1.053 2.089 -1.498
H 3.286 0.131 0.532
*
```

Values from the calculation:
* Kohn-Sham gap (alpha / beta): 7.34 / 3.50 eV
* LUMO energy (alpha / beta): -3.951 / -7.783 eV
* HOMO energy (alpha / beta): -11.295 / -11.284 eV
* expectation value of S²: 0.76